ClKO8V2 as an isolated structure at a distorted geometry, computed with ωB97M-V/def2-TZVPD.

```
12
Properties=species:S:1:pos:R:3:mulliken_charge:R:1
O 1.05 1.18 0.47 -0.628
O 0.98 -3.42 -1.47 -0.456
O -0.73 -0.76 0.35 -0.693
O 0.46 3.23 -0.43 -0.521
V -1.84 0.39 -0.03 1.676
K 2.12 -1.36 0.29 0.980
O 1.23 3.15 1.81 -0.540
O -1.72 1.84 -0.71 -0.428
O -0.83 2.22 1.33 -0.586
Cl 0.53 2.49 0.77 1.739
V -0.42 -4.01 -1.81 1.826
O -0.84 -4.94 -0.58 -0.370
```

The value obtained for the frontier orbital gap is 4.00 eV. The charge is +2. The LUMO energy comes out at -0.44684 Eh.

=====

ClN2O6Rb as an isolated structure at a distorted geometry, computed with ωB97M-V/def2-TZVPD.

```
10
Properties=species:S:1:pos:R:3:mulliken_charge:R:1
O 16.13 -13.40 -5.39 -0.596
O 14.48 -11.89 -9.92 -0.672
N 15.19 -12.80 -9.62 0.969
O 17.98 -12.98 -4.73 -0.708
Rb 14.60 -11.43 -6.16 0.962
O 17.43 -14.94 -4.92 -0.670
O 15.25 -13.21 -8.47 -0.585
Cl 14.73 -9.66 -3.77 -0.989
N 17.10 -13.81 -4.90 0.972
O 15.95 -13.39 -10.48 -0.683
```

The value obtained for the frontier orbital gap is 6.11 eV. The value obtained for the relative energy (zero: lowest compared OMol25 entry of this formula, charge and spin) is 29.3 kcal/mol. The charge is -2. The LUMO energy comes out at 0.16154 Eh.

=====

A 2-piece molecular cluster, ClN3O2 overall at a distorted geometry, computed with ωB97M-V/def2-TZVPD.

```
6
Properties=species:S:1:pos:R:3:mulliken_charge:R:1
N 1.06 0.41 -0.42 -0.320
Cl -1.84 -1.05 -0.25 -0.089
O -2.26 1.31 0.39 -0.288
N 1.77 -0.33 0.01 0.873
N -1.39 0.65 -0.09 0.359
O 2.67 -0.99 0.36 -0.535
```

The value obtained for the frontier orbital gap is 9.58 eV. The value obtained for the relative energy (zero: lowest compared OMol25 entry of this formula, charge and spin) is 9.7 kcal/mol. The charge is 0. The LUMO energy comes out at -0.04205 Eh.

=====

no.,HOMO (eV)
1,-16.16
2,-1.71
3,-10.72